{
  "formula": "C10H21Cl3HfIO3P2",
  "method": "the ωB97M-V functional and the def2-TZVPD basis",
  "orbital_gap_ev": 4.7,
  "total_charge": 3,
  "homo_ev": -18.331,
  "species": ["Hf", "I", "Cl", "Cl", "Cl", "P", "P", "O", "O", "O", "C", "C", "C", "C", "C", "C", "C", "C", "C", "C", "H", "H", "H", "H", "H", "H", "H", "H", "H", "H", "H", "H", "H", "H", "H", "H", "H", "H", "H", "H", "H"],
  "xyz": [[0.27, -0.01, -0.08], [-0.20, -0.03, -3.01], [1.47, 0.60, 4.56], [-1.21, 1.52, 5.14], [-0.57, -1.31, 5.32], [0.22, 2.65, -0.26], [0.26, -2.67, 0.12], [-2.91, -0.06, -0.49], [0.16, 0.13, 1.90], [-1.88, -0.30, 2.76], [0.84, 3.47, 1.25], [-0.08, -0.04, -5.34], [-1.76, -0.04, -0.26], [0.89, -3.29, 1.73], [-1.36, 3.52, -0.53], [-0.24, 0.20, 4.43], [-1.31, -3.59, 0.01], [1.34, 3.24, -1.59], [1.39, -3.46, -1.09], [-0.71, -0.01, 2.92], [0.21, -3.00, 2.53], [2.38, -2.99, -1.00], [-1.18, -4.68, 0.15], [2.34, 2.81, -1.42], [-1.78, -3.40, -0.96], [0.95, 4.56, 1.12], [-1.99, -3.22, 0.79], [1.86, -2.83, 1.94], [1.42, 4.34, -1.63], [1.81, 3.04, 1.53], [-1.24, 4.62, -0.57], [-0.49, -1.00, -5.67], [1.01, -3.26, -2.10], [-0.69, 0.80, -5.70], [-1.81, 3.17, -1.47], [0.15, 3.27, 2.08], [0.97, 2.86, -2.55], [1.50, -4.55, -0.95], [-2.04, 3.27, 0.28], [1.01, -4.38, 1.74], [0.97, 0.08, -5.61]]
}